Entry 1:
ORCA calculation (ωB97M-V/def2-TZVPD) on a 2-piece molecular cluster, C12H16N2O overall in a non-equilibrium geometry.

Each line ends with the Mulliken charge.
Geometry (Å):
C: -2.931 1.915 -1.390  -0.82
C: -2.706 2.473 0.029  -0.69
C: -1.472 2.030 0.728  0.56
C: -0.283 2.664 0.827  -0.66
N: 0.541 1.821 1.574  -0.07
C: -0.214 0.756 1.888  -0.37
N: -1.437 0.840 1.432  -0.50
H: -2.845 2.730 -2.103  0.30
H: -3.726 1.185 -1.508  0.29
H: -2.022 1.357 -1.656  0.14
H: -2.769 3.567 0.011  0.37
H: -3.616 2.344 0.629  0.35
H: 0.063 3.647 0.570  0.39
H: 1.532 1.842 1.403  0.26
H: -0.003 -0.106 2.503  0.44
C: -0.704 -3.199 -0.255  -1.37
C: 0.589 -2.430 -0.350  0.07
C: 1.803 -2.924 0.068  -0.39
C: 2.903 -2.080 0.242  -0.49
C: 2.885 -0.830 -0.341  0.21
O: 4.039 -0.063 -0.421  -0.55
C: 1.715 -0.358 -0.917  -0.30
C: 0.575 -1.128 -0.875  -0.22
H: -0.689 -3.950 0.535  0.38
H: -1.030 -3.417 -1.274  0.33
H: -1.507 -2.553 0.133  0.34
H: 1.965 -3.976 0.275  0.40
H: 3.818 -2.466 0.674  0.42
H: 4.122 0.501 0.359  0.31
H: 1.743 0.558 -1.482  0.46
H: -0.338 -0.748 -1.309  0.38

Values from the calculation:
- HOMO-LUMO gap: 9.2 eV
- E: -651.5781 Ha
- LUMO energy: 0.4576 eV
- Relative energy (zero: lowest compared OMol25 entry of this formula, charge and spin): 41.1 kcal per mole
- SMILES: CCc1c[nH]cn1.Cc1ccc(O)cc1



Entry 2:
ORCA calculation (ωB97M-V/def2-TZVPD) on a 2-piece molecular cluster, C12H16N2O overall in a non-equilibrium geometry.

Each line ends with the Mulliken charge.
Geometry (Å):
C: -1.332 1.714 1.973  -1.40
C: -0.866 1.563 0.573  0.52
C: 0.082 2.225 -0.270  -0.67
N: 0.096 1.718 -1.577  0.08
C: -0.841 0.670 -1.635  -0.16
C: -1.119 -0.099 -2.707  -1.06
C: -2.114 -1.039 -2.506  -0.56
C: -2.546 -1.304 -1.238  -0.54
C: -2.319 -0.488 -0.123  -0.38
C: -1.392 0.546 -0.256  1.36
H: -1.350 2.807 2.439  0.29
H: -0.711 1.166 2.664  0.28
H: -2.335 1.342 2.333  0.34
H: 0.813 2.975 0.066  0.39
H: 0.646 2.161 -2.229  0.09
H: -0.710 -0.105 -3.676  0.43
H: -2.433 -1.688 -3.209  0.50
H: -3.162 -2.232 -0.951  0.24
H: -2.833 -0.486 0.877  0.23
C: 1.592 -1.534 -0.439  -0.73
C: 1.850 -1.772 1.044  0.00
C: 2.510 -0.781 1.945  0.28
N: 2.634 0.581 1.424  -0.30
O: 2.827 -0.956 3.121  -0.63
H: 2.377 -1.870 -1.099  0.37
H: 1.259 -0.490 -0.796  -0.04
H: 0.603 -1.998 -0.776  0.19
H: 0.819 -1.809 1.569  0.11
H: 2.291 -2.791 1.094  0.34
H: 3.267 1.307 1.848  0.22
H: 2.396 0.666 0.514  0.20

Values from the calculation:
- HOMO-LUMO gap: 8.5 eV
- E: -651.5582 Ha
- LUMO energy: 0.6966 eV
- Relative energy (zero: lowest compared OMol25 entry of this formula, charge and spin): 53.6 kcal per mole
- SMILES: Cc1c[nH]c2ccccc12.CCC(N)=O



Entry 3:
ORCA calculation (ωB97M-V/def2-TZVPD) on C12H16N4O2S in the gas phase in a non-equilibrium geometry.

Each line ends with the Mulliken charge.
Geometry (Å):
C: -1.783 0.626 2.001  -1.01
C: -2.231 0.804 0.616  0.86
N: -3.491 0.830 0.265  -0.63
N: -3.562 1.044 -1.092  -0.61
C: -2.347 1.169 -1.579  0.67
C: -2.028 1.448 -3.041  -1.15
N: -1.446 1.012 -0.543  0.43
C: -0.056 1.238 -0.655  -0.42
C: 0.399 2.568 -0.941  0.00
C: 1.755 2.907 -0.983  -0.76
C: 2.696 1.874 -0.825  -0.59
C: 2.260 0.577 -0.528  -0.63
C: 0.887 0.235 -0.437  0.53
C: 0.522 -1.164 -0.016  -1.00
N: 1.126 -1.418 1.278  -0.32
S: 0.768 -2.808 2.086  1.16
C: 1.643 -4.076 1.157  -0.95
O: 1.328 -2.573 3.383  -0.67
O: -0.687 -3.033 2.077  -0.65
H: -0.979 1.372 2.237  0.26
H: -1.359 -0.360 2.118  0.06
H: -2.609 0.740 2.718  0.36
H: -2.894 1.693 -3.630  0.36
H: -1.424 2.371 -3.078  0.28
H: -1.514 0.587 -3.499  0.26
H: -0.346 3.364 -1.060  0.47
H: 2.035 3.940 -1.185  0.39
H: 3.735 2.102 -0.813  0.42
H: 2.968 -0.222 -0.291  0.37
H: 0.880 -1.898 -0.740  0.45
H: -0.544 -1.285 0.080  0.70
H: 0.933 -0.661 1.935  0.29
H: 2.689 -3.917 1.277  0.32
H: 1.336 -4.035 0.134  0.35
H: 1.340 -5.052 1.575  0.38

Values from the calculation:
- HOMO-LUMO gap: 9.6 eV
- E: -1234.5378 Ha
- LUMO energy: 0.3620 eV
- Relative energy (zero: lowest compared OMol25 entry of this formula, charge and spin): 0.0 kcal per mole
- SMILES: Cc1nnc(C)n1-c1ccccc1CNS(C)(=O)=O



Entry 4:
ORCA calculation (ωB97M-V/def2-TZVPD) on a 2-piece molecular cluster, C12H16NO overall in a non-equilibrium geometry.

Each line ends with the Mulliken charge.
Geometry (Å):
C: 3.793 0.382 -0.652  -0.41
C: 2.984 0.426 -1.949  -0.86
C: 3.269 0.712 0.531  -0.43
C: 1.524 0.506 -1.712  -0.47
C: 1.814 1.223 0.625  -0.71
C: 0.927 0.801 -0.565  0.48
C: -2.830 -2.385 2.145  -0.87
C: -1.761 -2.382 1.340  0.58
C: -2.765 0.790 -0.639  -0.37
C: -2.397 0.935 0.881  -0.12
C: -0.508 0.643 -0.301  0.47
C: -0.774 -2.772 0.566  -0.75
N: -1.464 0.935 -1.181  -0.09
O: -0.950 0.696 0.954  -0.31
H: 4.891 0.104 -0.710  0.33
H: 3.214 1.284 -2.468  0.36
H: 3.956 0.815 1.416  0.34
H: 0.996 0.217 -2.598  0.41
H: 1.824 2.299 0.650  0.40
H: -3.131 -3.260 2.671  0.30
H: -3.276 -1.524 2.558  0.24
H: -3.246 -0.220 -0.805  0.29
H: -3.353 1.660 -0.956  0.35
H: -2.670 1.919 1.196  0.32
H: -2.788 0.271 1.715  -0.01
H: 0.141 -3.009 0.930  0.33
H: 1.483 0.969 1.622  0.36
H: 3.225 -0.463 -2.570  0.39
H: -0.837 -2.753 -0.567  0.23
H: -1.288 1.180 -2.128  0.22

Values from the calculation:
- Net charge: +1
- HOMO-LUMO gap: 8.3 eV
- E: -596.4660 Ha
- LUMO energy: -4.2923 eV
- Relative energy (zero: lowest compared OMol25 entry of this formula, charge and spin): 63.0 kcal per mole



Entry 5:
ORCA calculation (ωB97M-V/def2-TZVPD) on a 2-piece molecular cluster, C12H16O2S overall in a non-equilibrium geometry.

Each line ends with the Mulliken charge.
Geometry (Å):
C: -3.293 0.401 0.873  -0.72
C: -2.577 -0.318 -1.277  -0.59
C: -2.047 0.970 1.141  -0.48
C: -1.333 0.299 -1.120  -0.63
C: -3.569 -0.306 -0.300  0.87
C: -1.084 0.954 0.113  0.49
C: 0.920 -0.156 2.186  -0.95
C: 1.297 0.484 1.101  0.13
C: -4.890 -1.067 -0.429  -1.24
C: 4.310 0.806 -0.269  -1.45
C: 2.396 -0.693 -1.256  -0.98
C: 3.351 -0.341 -0.171  0.98
O: 1.084 1.905 -1.102  -0.66
O: 3.667 -1.325 0.670  -0.48
S: 0.437 1.842 0.253  0.22
H: -3.948 0.394 1.681  0.40
H: -2.727 -0.999 -2.137  0.17
H: -1.721 1.776 1.864  0.36
H: -0.607 0.176 -1.811  0.56
H: 0.108 0.035 2.850  0.35
H: 1.528 -0.889 2.505  0.32
H: -5.815 -0.331 -0.452  0.26
H: -4.725 -1.705 -1.335  0.31
H: -5.053 -1.530 0.501  0.35
H: 5.335 0.387 -0.497  0.42
H: 4.531 1.336 0.652  0.38
H: 3.985 1.539 -0.972  0.34
H: 2.820 -1.219 -2.242  0.36
H: 1.630 -1.545 -0.920  0.27
H: 1.824 0.107 -1.568  0.22
H: 4.166 -0.990 1.470  0.41

Values from the calculation:
- HOMO-LUMO gap (alpha / beta): 7.4 / 7.4 eV
- E: -1015.3005 Ha
- LUMO energy (alpha / beta): 0.0156 / 0.0107 eV
- Relative energy (zero: lowest compared OMol25 entry of this formula, charge and spin): 111.4 kcal per mole



Entry 6:
ORCA calculation (ωB97M-V/def2-TZVPD) on C12H16O3S in the gas phase in a non-equilibrium geometry.

Each line ends with the Mulliken charge.
Geometry (Å):
C: -3.289 -2.545 -2.487  -1.02
C: -2.150 -1.406 -2.419  0.50
C: -2.112 -0.133 -3.297  -0.59
C: -0.948 0.905 -3.103  -0.47
C: 0.162 0.695 -2.010  -0.22
C: 0.140 -0.573 -1.122  0.45
C: 1.182 -0.961 0.011  -1.01
C: 1.258 0.010 1.282  0.44
C: 0.218 1.222 1.334  -0.53
C: -0.125 1.576 2.896  -0.51
O: 0.842 2.469 3.508  -0.33
S: 2.211 1.466 3.725  0.60
O: 3.054 1.950 4.868  -0.55
O: 3.020 1.647 2.239  -0.35
C: 2.820 0.467 1.419  -0.75
C: -1.034 -1.595 -1.364  -0.44
H: -2.752 -3.552 -2.680  0.27
H: -3.793 -2.684 -1.456  0.27
H: -4.067 -2.318 -3.291  0.31
H: -2.954 0.005 -4.061  0.27
H: -0.978 1.837 -3.777  0.30
H: 0.986 1.470 -1.888  0.33
H: 0.943 -2.031 0.376  0.25
H: 2.238 -1.043 -0.458  0.36
H: 1.067 -0.650 2.214  0.32
H: -0.797 1.033 0.855  0.37
H: 0.756 2.162 0.938  0.26
H: -0.364 0.637 3.513  0.36
H: -1.119 2.168 2.849  0.31
H: 3.492 -0.418 1.747  0.25
H: 3.165 0.735 0.350  0.39
H: -1.072 -2.543 -0.709  0.16

Values from the calculation:
- HOMO-LUMO gap: 9.3 eV
- E: -1090.5266 Ha
- LUMO energy: 0.4643 eV
- Relative energy (zero: lowest compared OMol25 entry of this formula, charge and spin): 150.2 kcal per mole



Entry 7:
ORCA calculation (ωB97M-V/def2-TZVPD) on C12H17BBaN6O2 as an isolated structure in a non-equilibrium geometry.

Each line ends with the Mulliken charge.
Geometry (Å):
C: -1.742 -1.089 1.554  0.08
N: -1.042 -0.194 0.816  -0.08
N: -1.947 0.759 0.391  -0.06
C: -3.158 0.513 0.920  -0.12
C: -3.077 -0.661 1.664  -1.12
B: -1.529 1.923 -0.540  0.11
N: -0.258 2.581 0.052  0.00
N: 0.880 1.880 0.436  -0.13
C: 1.741 2.807 0.923  -0.14
C: 1.126 4.073 0.933  -1.09
C: -0.132 3.882 0.375  -0.13
Ba: 1.531 -0.718 1.384  1.75
N: -1.248 1.342 -1.971  0.40
N: -0.255 0.407 -2.081  -0.44
C: -0.201 0.014 -3.350  -0.17
C: -1.181 0.708 -4.103  -0.63
C: -1.822 1.544 -3.184  0.00
H: 0.507 -0.734 -3.700  0.46
H: -2.630 2.250 -3.294  0.48
H: -1.384 0.606 -5.146  0.45
H: -2.420 2.714 -0.629  -0.09
H: -0.956 4.557 0.194  0.45
H: -3.975 1.192 0.712  0.47
H: 1.526 4.999 1.300  0.40
H: -3.877 -1.138 2.197  0.40
H: 2.744 2.547 1.247  0.48
H: -1.263 -1.990 1.945  0.22
H: 3.848 0.320 0.293  0.47
C: 4.150 -0.274 1.180  -1.50
H: 5.233 -0.126 1.349  0.33
H: 3.650 0.106 2.101  0.34
H: 4.023 -1.364 1.011  0.43
C: -0.049 -5.462 0.978  -0.57
O: 0.994 -4.815 0.164  -0.15
C: 1.168 -3.525 0.511  0.40
O: 1.939 -2.808 -0.161  -0.54
H: 0.215 -6.515 1.100  0.27
H: -1.018 -5.349 0.465  0.28
H: -0.111 -4.964 1.963  0.31

Values from the calculation:
- Net charge: +2
- HOMO-LUMO gap (alpha / beta): 4.7 / 5.6 eV
- E: -996.2411 Ha
- LUMO energy (alpha / beta): -9.7640 / -8.9073 eV



Which of these has the highest E? C12H16NO



Which formula does entry 6 have? C12H16O3S



Among the records above, which one has the lowest E? C12H16N4O2S